No. 1
{
  "formula": "C9H14",
  "method": "the ωB97M-V functional and the def2-TZVPD basis",
  "species": ["C", "C", "C", "C", "C", "C", "C", "H", "H", "H", "H", "H", "H", "H", "H", "C", "C", "H", "H", "H", "H", "H", "H"],
  "xyz": [[3.442, 0.940, 0.705], [2.376, 0.215, 0.062], [1.873, -1.030, 0.408], [0.980, -1.675, -0.518], [0.311, -0.951, -1.465], [0.696, 0.363, -1.629], [1.695, 0.942, -0.897], [3.017, 1.748, 1.413], [4.139, 1.355, -0.077], [4.119, 0.225, 1.235], [2.361, -1.744, 1.132], [0.834, -2.695, -0.539], [-0.505, -1.406, -2.083], [0.034, 1.107, -2.268], [1.919, 2.074, -1.130], [-3.228, 0.033, -0.003], [-3.579, 0.048, 1.480], [-3.842, -0.750, -0.469], [-3.566, 0.999, -0.535], [-2.222, 0.103, -0.392], [-2.695, 0.339, 2.026], [-3.829, -0.952, 1.847], [-4.331, 0.711, 1.693]],
  "forces_ev_per_angstrom": [[2.549, 0.731, 1.745], [-1.657, -0.013, 0.157], [0.712, -2.533, -1.561], [0.748, 2.171, 1.219], [-0.663, -0.297, -0.947], [-2.687, 2.730, -1.519], [-0.137, 2.156, -1.423], [1.045, -1.154, -1.087], [-0.927, 0.147, 0.822], [-0.641, 0.727, 0.195], [-0.373, 1.281, -0.562], [-0.385, -2.097, 0.735], [1.012, 0.448, 0.560], [1.527, -1.827, 0.958], [-0.133, -2.469, 0.705], [-1.969, 1.841, -1.800], [2.754, -1.661, -0.524], [0.645, 0.075, -0.336], [-0.196, -1.134, 1.003], [0.623, -1.058, 0.755], [0.216, 0.267, 0.503], [-0.111, 0.160, -0.130], [-1.952, 1.511, 0.531]],
  "lumo_energy_ev": 0.985,
  "total_energy_ev": -9558.511,
  "multiplicity": 1,
  "total_charge": 0,
  "smiles": "Cc1ccccc1.CC",
  "max_force_ev_per_a": 4.12,
  "orbital_gap_ev": 10.07
}

=====

No. 2
{
  "formula": "C53H39Br2F4GeMgN2O2P",
  "method": "the ωB97M-V functional and the def2-TZVPD basis",
  "species": ["Mg", "O", "C", "C", "C", "C", "C", "C", "C", "O", "N", "N", "C", "C", "Br", "C", "C", "C", "C", "C", "C", "C", "H", "H", "H", "H", "H", "H", "H", "H", "H", "H", "H", "H", "H", "H", "F", "C", "C", "F", "C", "F", "C", "P", "C", "C", "C", "C", "C", "C", "C", "C", "C", "C", "C", "C", "C", "Br", "C", "F", "H", "H", "H", "H", "H", "H", "H", "H", "H", "H", "C", "Ge", "C", "C", "C", "C", "C", "C", "C", "C", "C", "C", "C", "C", "C", "C", "C", "C", "C", "C", "H", "H", "H", "H", "H", "H", "H", "H", "H", "H", "H", "H", "H", "H", "H"],
  "xyz": [[0.628, 0.231, 0.127], [3.945, 0.131, 3.215], [3.150, 0.414, 4.289], [3.705, 0.397, 5.573], [2.942, 0.668, 6.697], [1.594, 0.956, 6.547], [1.052, 0.963, 5.267], [1.795, 0.703, 4.113], [1.034, 0.627, 2.781], [1.760, 0.555, 1.638], [0.009, 1.690, 2.759], [-0.757, 1.443, 1.578], [-1.513, 2.453, 1.208], [-2.420, 2.442, 0.141], [-2.354, 0.827, -0.916], [-3.322, 3.414, -0.288], [-3.836, 4.512, 0.474], [-4.481, 5.583, -0.198], [-5.017, 6.662, 0.476], [-4.944, 6.752, 1.868], [-4.331, 5.706, 2.558], [-3.790, 4.618, 1.893], [4.818, -0.087, 3.556], [4.761, 0.160, 5.677], [3.401, 0.645, 7.679], [0.973, 1.171, 7.408], [0.001, 1.184, 5.124], [0.407, -0.274, 2.925], [0.478, 2.593, 2.696], [-1.450, 3.389, 1.759], [-3.663, 3.344, -1.315], [-4.537, 5.544, -1.282], [-5.492, 7.457, -0.090], [-5.358, 7.603, 2.396], [-4.280, 5.737, 3.642], [-3.358, 3.809, 2.465], [-3.621, -6.469, -1.532], [-3.032, -5.470, -0.843], [-3.395, -5.243, 0.460], [-4.326, -6.024, 1.045], [-2.788, -4.214, 1.169], [-3.170, -4.075, 2.457], [-1.850, -3.392, 0.592], [-1.031, -1.953, 1.435], [0.196, -2.841, 2.465], [-0.109, -3.626, 3.575], [0.904, -4.239, 4.299], [2.231, -4.074, 3.915], [2.542, -3.300, 2.807], [1.529, -2.681, 2.081], [-2.306, -1.342, 2.592], [-3.549, -0.988, 2.067], [-4.488, -0.335, 2.852], [-4.194, -0.022, 4.175], [-2.958, -0.368, 4.702], [-2.019, -1.022, 3.914], [-1.464, -3.655, -0.722], [-0.056, -2.652, -1.510], [-2.060, -4.689, -1.432], [-1.713, -4.973, -2.695], [-1.142, -3.750, 3.881], [0.657, -4.838, 5.168], [3.022, -4.543, 4.489], [3.572, -3.154, 2.508], [1.788, -2.052, 1.234], [-3.773, -1.184, 1.025], [-5.437, -0.043, 2.419], [-4.918, 0.507, 4.783], [-2.709, -0.110, 5.726], [-1.046, -1.253, 4.331], [1.563, -0.564, -1.586], [1.094, 0.469, -3.111], [0.613, 2.402, -3.017], [-0.548, 3.017, -3.496], [-0.813, 4.365, -3.265], [0.091, 5.140, -2.552], [1.261, 4.556, -2.077], [1.512, 3.208, -2.304], [2.623, 0.579, -4.428], [2.519, 1.177, -5.689], [3.593, 1.208, -6.574], [4.812, 0.643, -6.206], [4.938, 0.049, -4.955], [3.851, 0.015, -4.080], [-0.245, -0.491, -4.250], [0.245, -1.607, -4.945], [-0.591, -2.439, -5.680], [-1.956, -2.182, -5.742], [-2.469, -1.082, -5.068], [-1.621, -0.249, -4.336], [-1.274, 2.441, -4.055], [-1.737, 4.804, -3.624], [-0.124, 6.183, -2.352], [1.970, 5.149, -1.510], [2.415, 2.762, -1.897], [1.575, 1.629, -5.986], [3.484, 1.674, -7.549], [5.654, 0.667, -6.890], [5.885, -0.395, -4.662], [3.925, -0.471, -3.110], [1.306, -1.833, -4.889], [-0.178, -3.302, -6.192], [-2.613, -2.838, -6.303], [-3.534, -0.875, -5.097], [-2.061, 0.576, -3.791]],
  "forces_ev_per_angstrom": [[0.031, 0.164, 0.001], [-0.037, -0.014, 0.142], [0.102, -0.058, -0.064], [0.011, 0.019, -0.001], [0.005, -0.039, -0.058], [0.053, -0.008, -0.180], [-0.063, 0.056, 0.066], [-0.067, 0.178, 0.022], [0.169, -0.115, -0.065], [0.008, -0.004, 0.762], [-0.273, -0.113, -0.154], [0.320, 0.306, -0.126], [-0.281, -0.192, -0.017], [0.112, 0.010, 0.074], [0.002, 0.003, -0.088], [0.059, 0.053, 0.240], [0.007, 0.017, 0.051], [-0.045, 0.028, 0.046], [0.057, -0.027, -0.022], [0.035, -0.132, -0.038], [0.013, -0.028, -0.081], [-0.030, 0.066, -0.157], [0.035, 0.004, -0.038], [-0.032, 0.017, 0.001], [0.008, 0.006, -0.012], [0.000, -0.009, -0.019], [0.003, -0.015, 0.015], [-0.051, -0.167, -0.031], [0.108, -0.001, -0.208], [0.001, 0.056, 0.065], [-0.008, 0.009, 0.002], [-0.018, 0.008, 0.009], [0.002, -0.015, -0.004], [0.010, -0.010, -0.006], [0.009, -0.016, -0.023], [-0.008, -0.020, 0.052], [0.116, 0.170, 0.147], [-0.180, -0.403, -0.447], [-0.152, 0.105, 0.601], [0.141, 0.115, -0.099], [-0.542, -0.395, 0.251], [0.064, -0.024, -0.205], [0.276, 0.496, 0.161], [0.068, 0.010, 0.026], [0.111, 0.090, -0.092], [-0.035, -0.137, 0.083], [0.002, 0.054, -0.047], [-0.029, 0.010, -0.002], [-0.092, 0.032, -0.021], [0.052, -0.078, 0.109], [-0.038, -0.116, -0.032], [-0.039, 0.101, 0.039], [0.097, -0.015, 0.036], [0.015, -0.033, -0.053], [-0.014, -0.016, -0.080], [0.020, 0.070, 0.089], [-0.416, -0.749, -0.521], [0.470, 0.309, -0.057], [0.168, 0.303, 0.142], [0.004, 0.045, 0.076], [0.060, 0.006, -0.023], [0.008, -0.004, -0.003], [-0.011, -0.002, -0.009], [-0.018, 0.001, 0.004], [-0.012, -0.029, 0.033], [0.007, -0.018, 0.000], [0.020, -0.014, 0.017], [0.005, -0.005, -0.007], [-0.003, -0.008, -0.017], [-0.043, 0.001, 0.000], [-0.406, 0.318, -0.115], [0.190, -0.419, -0.425], [-0.083, 0.283, 0.144], [0.109, 0.051, 0.014], [0.077, -0.089, 0.033], [0.034, -0.066, 0.002], [-0.029, -0.050, -0.022], [-0.206, 0.066, -0.039], [0.078, 0.026, -0.017], [0.054, 0.013, 0.042], [0.002, -0.053, 0.154], [-0.114, 0.002, 0.082], [-0.100, 0.024, 0.020], [-0.009, -0.006, -0.119], [-0.159, -0.028, -0.189], [-0.138, 0.099, 0.004], [0.019, 0.057, 0.067], [0.043, 0.070, 0.028], [0.149, 0.022, 0.043], [0.098, -0.184, 0.032], [0.003, -0.021, -0.025], [0.018, -0.011, -0.005], [0.014, -0.003, 0.008], [0.010, 0.006, 0.002], [0.002, -0.005, 0.005], [0.026, -0.025, 0.016], [-0.008, -0.008, 0.021], [-0.012, -0.003, 0.014], [-0.021, 0.006, -0.001], [0.045, 0.024, -0.039], [-0.038, -0.011, -0.016], [-0.003, 0.010, 0.003], [0.011, 0.008, 0.011], [0.016, 0.009, 0.006], [0.000, -0.002, 0.003]],
  "lumo_energy_ev": [3.978, 3.978],
  "total_energy_ev": -284870.257,
  "multiplicity": 1,
  "total_charge": -2,
  "max_force_ev_per_a": 1.00,
  "orbital_gap_ev": [5.02, 4.54]
}

=====

No. 3
{
  "formula": "C2H6NP",
  "method": "the ωB97M-V functional and the def2-TZVPD basis",
  "species": ["P", "N", "C", "C", "H", "H", "H", "H", "H", "H"],
  "xyz": [[-1.516, 0.966, 0.115], [0.001, 0.157, 0.537], [0.247, -1.198, -0.004], [0.944, -0.047, -0.575], [-0.902, 2.156, 0.025], [-1.758, 1.413, 1.553], [-0.607, -1.755, -0.556], [0.764, -2.030, 0.615], [2.081, 0.065, -0.214], [0.748, 0.272, -1.496]],
  "forces_ev_per_angstrom": [[-0.192, -1.033, 2.485], [0.120, -0.751, -0.483], [-1.399, -2.772, 0.242], [3.730, -1.172, 4.865], [0.771, 1.746, -0.690], [-0.208, -0.799, -1.549], [1.303, 1.442, 0.522], [-0.588, 2.031, -0.618], [-2.622, -0.051, -1.072], [-0.915, 1.358, -3.701]],
  "lumo_energy_ev": 1.137,
  "total_energy_ev": -12947.433,
  "multiplicity": 1,
  "total_charge": 0,
  "smiles": "PN1CC1",
  "max_force_ev_per_a": 6.24,
  "orbital_gap_ev": 9.94
}